(1)
{"formula": "C10H29F3O11P2SSi2", "method": "the ωB97M-V functional and the def2-TZVPD basis", "charge": 0, "species": ["C", "S", "O", "O", "Si", "O", "Si", "C", "C", "C", "F", "F", "F", "H", "H", "H", "H", "H", "H", "H", "H", "H", "H", "H", "C", "O", "P", "O", "O", "C", "O", "C", "H", "H", "H", "H", "H", "H", "H", "H", "H", "C", "O", "P", "O", "O", "C", "O", "C", "H", "H", "H", "H", "H", "H", "H", "H", "H"], "coordinates": [[7.360, -5.402, -0.368], [7.698, -3.700, -1.140], [9.262, -3.649, -1.337], [7.091, -3.524, -2.552], [7.103, -2.220, 0.314], [6.094, -0.922, -0.304], [4.563, -1.500, -0.940], [3.630, -2.758, 0.178], [2.450, -3.444, -0.790], [2.251, -5.070, -0.467], [2.131, -5.147, 1.035], [1.102, -5.671, -1.183], [3.519, -5.777, -0.853], [8.246, -6.157, -0.592], [6.301, -5.831, -0.622], [7.358, -5.206, 0.809], [8.353, -1.576, 0.791], [6.508, -2.817, 1.537], [3.684, -0.306, -1.038], [4.799, -2.094, -2.254], [4.269, -3.658, 0.567], [3.055, -2.296, 1.086], [1.444, -2.847, -0.777], [2.911, -3.393, -1.890], [0.657, 1.953, 2.493], [0.477, 0.554, 2.369], [-0.253, -0.117, 0.952], [1.022, 0.253, 0.182], [-1.323, 1.135, 0.871], [-2.438, 1.080, 1.736], [-0.983, -0.789, -0.466], [-0.413, -0.569, -1.741], [1.595, 2.137, 3.023], [0.697, 2.461, 1.524], [-0.158, 2.362, 3.094], [-2.587, 2.063, 2.187], [-2.298, 0.342, 2.527], [-3.330, 0.826, 1.158], [0.554, -1.077, -1.820], [-0.313, 0.499, -1.946], [-1.078, -1.005, -2.494], [-8.249, 4.245, 1.569], [-7.515, 3.166, 1.020], [-6.173, 3.459, -0.032], [-5.394, 3.973, 1.187], [-6.966, 4.717, -0.744], [-7.937, 4.392, -1.717], [-4.831, 3.752, -1.084], [-3.725, 4.515, -0.643], [-8.558, 3.975, 2.582], [-7.667, 5.171, 1.615], [-9.148, 4.400, 0.970], [-8.826, 5.003, -1.548], [-8.215, 3.338, -1.673], [-7.543, 4.622, -2.710], [-3.181, 3.979, 0.142], [-4.042, 5.500, -0.298], [-3.041, 4.647, -1.488]], "lowdin_charge": [-0.20, 0.56, -0.46, -0.44, 0.52, -0.47, 0.57, -0.30, -0.13, -0.21, -0.02, 0.02, -0.02, 0.10, 0.07, 0.07, -0.02, -0.02, -0.01, -0.02, 0.07, 0.10, 0.11, 0.11, -0.13, -0.30, 0.77, -0.27, -0.28, -0.13, -0.30, -0.14, 0.10, 0.09, 0.08, 0.09, 0.08, 0.09, 0.06, 0.10, 0.09, -0.13, -0.30, 0.77, -0.26, -0.28, -0.13, -0.30, -0.14, 0.10, 0.09, 0.08, 0.09, 0.08, 0.09, 0.08, 0.09, 0.09]}



(2)
{"formula": "C28H56BFNO11S6", "method": "the ωB97M-V functional and the def2-TZVPD basis", "charge": 1, "species": ["C", "B", "O", "C", "N", "S", "C", "C", "C", "F", "C", "C", "C", "S", "C", "C", "O", "C", "C", "O", "H", "H", "H", "H", "H", "H", "H", "H", "H", "H", "H", "H", "H", "H", "H", "H", "H", "H", "H", "H", "H", "H", "H", "H", "C", "C", "C", "S", "O", "O", "C", "H", "H", "H", "H", "H", "H", "H", "H", "C", "C", "C", "S", "O", "O", "C", "H", "H", "H", "H", "H", "H", "H", "H", "C", "C", "C", "S", "O", "O", "C", "H", "H", "H", "H", "H", "H", "H", "H", "C", "C", "C", "S", "O", "O", "C", "H", "H", "H", "H", "H", "H", "H", "H"], "coordinates": [[-1.297, -3.679, 0.675], [-2.844, -4.028, 0.569], [-3.464, -4.539, 1.674], [-3.744, -3.757, -0.746], [-3.253, -2.529, -1.501], [-4.626, -1.685, -2.285], [-2.183, -2.814, -2.479], [-1.674, -1.561, -3.217], [-1.597, -0.321, -2.357], [-0.955, -0.596, -1.150], [-2.673, -3.822, -3.526], [-2.930, -5.151, -2.803], [-3.948, -5.012, -1.636], [-3.810, -6.583, -0.663], [-5.367, -5.076, -2.276], [-6.494, -5.233, -1.274], [-7.753, -5.033, -1.986], [-8.602, -4.288, -1.198], [-8.752, -2.813, -1.447], [-9.204, -4.802, -0.347], [-1.105, -3.441, 1.722], [-0.642, -4.507, 0.398], [-1.050, -2.769, 0.124], [-2.950, -5.326, 1.920], [-4.723, -3.490, -0.346], [-2.915, -1.866, -0.797], [-5.469, -1.556, -1.235], [-1.318, -3.292, -2.030], [-2.290, -1.376, -4.098], [-0.672, -1.778, -3.581], [-1.047, 0.481, -2.838], [-2.586, 0.079, -2.143], [-1.831, -3.943, -4.203], [-3.521, -3.451, -4.100], [-2.001, -5.610, -2.476], [-3.389, -5.827, -3.525], [-2.523, -6.905, -0.931], [-5.507, -4.250, -2.968], [-5.358, -5.987, -2.870], [-6.527, -6.232, -0.852], [-6.473, -4.513, -0.450], [-7.863, -2.298, -1.072], [-8.875, -2.568, -2.500], [-9.605, -2.427, -0.909], [3.151, -7.804, -1.931], [2.537, -8.043, -3.316], [1.015, -8.106, -3.139], [0.639, -7.099, -1.701], [0.108, -7.945, -0.663], [-0.065, -5.901, -2.118], [2.330, -6.683, -1.300], [4.204, -7.537, -1.995], [3.069, -8.711, -1.328], [2.797, -7.213, -3.977], [2.915, -8.955, -3.773], [0.487, -7.706, -4.001], [0.675, -9.119, -2.932], [2.443, -6.617, -0.220], [2.553, -5.721, -1.761], [-0.147, 4.979, -1.101], [1.279, 4.621, -1.534], [1.168, 3.559, -2.635], [-0.409, 3.838, -3.446], [-1.267, 2.694, -3.204], [-0.188, 4.336, -4.779], [-0.938, 5.179, -2.391], [-0.167, 5.869, -0.478], [-0.575, 4.156, -0.524], [1.773, 5.512, -1.931], [1.885, 4.255, -0.700], [1.962, 3.649, -3.372], [1.159, 2.552, -2.220], [-2.016, 5.132, -2.252], [-0.663, 6.112, -2.883], [3.841, 4.139, 3.948], [4.101, 5.611, 3.595], [3.820, 5.778, 2.099], [2.603, 4.530, 1.675], [3.209, 3.581, 0.768], [1.343, 5.166, 1.384], [2.510, 3.779, 3.294], [3.811, 3.979, 5.026], [4.638, 3.515, 3.536], [3.422, 6.248, 4.169], [5.113, 5.913, 3.836], [3.416, 6.761, 1.869], [4.711, 5.594, 1.501], [2.350, 2.707, 3.194], [1.673, 4.236, 3.822], [6.684, 8.133, 7.145], [6.932, 9.604, 6.786], [6.651, 9.765, 5.287], [5.440, 8.509, 4.869], [6.053, 7.565, 3.963], [4.178, 9.134, 4.570], [5.355, 7.765, 6.494], [6.656, 7.979, 8.223], [7.485, 7.513, 6.736], [6.251, 10.238, 7.359], [7.948, 9.913, 7.029], [6.241, 10.745, 5.052], [7.541, 9.582, 4.689], [5.202, 6.692, 6.399], [4.517, 8.220, 7.021]], "lowdin_charge": [0.03, -0.50, 0.12, -0.17, -0.28, 0.99, -0.32, -0.12, -0.20, -0.05, -0.12, -0.17, -0.63, 0.93, -0.18, -0.17, -0.02, -0.56, 0.03, 0.18, 0.08, 0.07, 0.05, 0.12, 0.11, 0.13, -0.08, 0.15, 0.13, 0.14, 0.10, 0.09, 0.14, 0.11, 0.06, 0.13, -0.11, 0.10, 0.12, 0.12, 0.12, 0.07, 0.09, 0.09, -0.21, -0.21, -0.21, 0.68, -0.31, -0.36, -0.23, 0.12, 0.12, 0.12, 0.12, 0.11, 0.11, 0.11, 0.11, -0.23, -0.22, -0.21, 0.68, -0.35, -0.32, -0.23, 0.11, 0.12, 0.13, 0.05, 0.10, 0.10, 0.11, 0.11, -0.21, -0.23, -0.20, 0.69, -0.33, -0.32, -0.23, 0.11, 0.12, 0.12, 0.07, 0.11, 0.11, 0.11, 0.11, -0.22, -0.21, -0.21, 0.67, -0.34, -0.32, -0.23, 0.12, 0.12, 0.12, 0.12, 0.11, 0.11, 0.10, 0.11]}



(3)
{"formula": "C28H40N4O5S", "method": "the ωB97M-V functional and the def2-TZVPD basis", "charge": 0, "de_lowest_kcal_mol": 4.1, "smiles": "CC[C@@H]1CCCCN1CCCNC(=O)c1ccc(N2CCOCC2)c(NS(=O)(=O)c2ccc(OC)cc2)c1", "species": ["C", "C", "C", "C", "C", "C", "C", "N", "C", "C", "C", "N", "C", "O", "C", "C", "C", "C", "N", "C", "C", "O", "C", "C", "C", "N", "S", "O", "O", "C", "C", "C", "C", "O", "C", "C", "C", "C", "H", "H", "H", "H", "H", "H", "H", "H", "H", "H", "H", "H", "H", "H", "H", "H", "H", "H", "H", "H", "H", "H", "H", "H", "H", "H", "H", "H", "H", "H", "H", "H", "H", "H", "H", "H", "H", "H", "H", "H"], "coordinates": [[-7.477, -0.296, 0.579], [-6.097, -0.796, 0.988], [-5.004, -0.361, -0.010], [-4.976, -1.244, -1.265], [-4.443, -2.642, -0.968], [-3.080, -2.536, -0.293], [-3.162, -1.625, 0.929], [-3.649, -0.316, 0.530], [-3.398, 0.728, 1.508], [-3.449, 2.141, 0.911], [-2.749, 2.239, -0.458], [-1.651, 1.314, -0.582], [-0.384, 1.629, -0.227], [-0.028, 2.774, 0.013], [0.553, 0.478, -0.200], [0.412, -0.641, -1.017], [1.318, -1.675, -0.956], [2.429, -1.649, -0.093], [3.262, -2.724, -0.007], [3.958, -3.132, 1.193], [5.462, -3.264, 0.935], [5.702, -4.147, -0.140], [5.070, -3.676, -1.308], [3.547, -3.595, -1.123], [2.604, -0.474, 0.674], [3.819, -0.289, 1.378], [5.047, 0.328, 0.376], [6.223, 0.386, 1.192], [5.078, -0.463, -0.818], [4.429, 1.955, 0.020], [3.528, 2.106, -1.016], [2.839, 3.295, -1.161], [3.053, 4.335, -0.254], [2.399, 5.513, -0.274], [1.244, 5.621, -1.083], [4.009, 4.181, 0.759], [4.680, 2.988, 0.907], [1.671, 0.545, 0.626], [-8.222, -0.605, 1.309], [-7.490, 0.790, 0.517], [-7.767, -0.697, -0.390], [-5.860, -0.391, 1.974], [-6.122, -1.882, 1.077], [-5.245, 0.660, -0.326], [-4.325, -0.769, -2.002], [-5.978, -1.306, -1.692], [-5.133, -3.180, -0.316], [-4.360, -3.210, -1.897], [-2.724, -3.522, 0.011], [-2.358, -2.119, -0.998], [-3.797, -2.091, 1.700], [-2.161, -1.506, 1.355], [-4.085, 0.687, 2.370], [-2.390, 0.560, 1.898], [-2.955, 2.807, 1.620], [-4.480, 2.479, 0.804], [-2.356, 3.248, -0.603], [-3.458, 2.016, -1.259], [-1.948, 0.347, -0.550], [-0.407, -0.701, -1.720], [1.158, -2.543, -1.576], [3.776, -2.424, 1.996], [3.568, -4.120, 1.483], [5.964, -3.694, 1.803], [5.883, -2.274, 0.717], [5.323, -4.382, -2.100], [5.442, -2.674, -1.559], [3.107, -3.199, -2.036], [3.149, -4.601, -0.926], [3.735, 0.325, 2.178], [3.375, 1.284, -1.697], [2.121, 3.395, -1.957], [0.784, 6.570, -0.810], [1.501, 5.637, -2.146], [0.554, 4.799, -0.874], [4.177, 5.007, 1.433], [5.398, 2.834, 1.698], [1.813, 1.431, 1.228]], "lowdin_charge": [-0.09, -0.20, -0.32, -0.14, -0.19, -0.17, -0.18, -0.17, -0.19, -0.14, -0.17, 0.07, -0.44, 0.05, -0.14, -0.03, 0.00, -0.17, -0.09, -0.12, -0.18, -0.12, -0.18, -0.12, -0.24, -0.06, 0.67, -0.28, -0.27, -0.30, -0.06, 0.00, -0.27, -0.06, -0.07, 0.02, -0.06, 0.02, 0.07, 0.07, 0.07, 0.10, 0.10, 0.13, 0.12, 0.11, 0.11, 0.11, 0.11, 0.10, 0.13, 0.12, 0.12, 0.12, 0.11, 0.10, 0.12, 0.11, 0.10, 0.11, 0.11, 0.11, 0.13, 0.13, 0.10, 0.13, 0.11, 0.12, 0.13, 0.12, 0.12, 0.11, 0.09, 0.10, 0.07, 0.12, 0.12, 0.13]}



Number 1: LUMO energy -3.3 eV, F_max 8.86 eV/Å, Kohn-Sham gap 6.6 eV. Number 2: LUMO energy -2.9 eV, F_max 3.35 eV/Å, Kohn-Sham gap 8.8 eV. Number 3: LUMO energy 0.6 eV, F_max 0.95 eV/Å, Kohn-Sham gap 8.1 eV.